(1)
A cluster of 9 separate species, C35H67NO17 in total in a non-equilibrium geometry, computed with ωB97M-V with the def2-TZVPD basis set.

Structure (XYZ):
```
120
Properties=species:S:1:pos:R:3:mulliken_charge:R:1
C 0.5858 -0.7784 -3.7107 -1.131
C 1.6205 -1.9430 -3.6410 0.711
O 2.4601 -1.7353 -4.7786 -0.366
C 3.7931 -1.9888 -4.5722 0.780
C 4.5924 -1.6678 -5.7930 -1.096
O 4.3509 -2.4147 -3.5427 -0.552
H -0.0524 -0.7623 -2.8272 0.050
H 0.0620 -0.8693 -4.6624 0.391
H 0.9706 0.2334 -3.8382 0.387
H 2.0780 -1.9264 -2.6519 -0.415
H 1.1278 -2.9153 -3.6534 0.254
H 4.2931 -2.2820 -6.6423 0.300
H 5.6354 -1.8186 -5.5146 0.328
H 4.4228 -0.6421 -6.1204 0.314
C -0.3783 -4.2657 1.5376 -0.782
C 0.4524 -4.9075 0.4023 0.128
O -0.4256 -5.6929 -0.3858 -0.357
C -0.9195 -5.1321 -1.5201 0.696
C -1.8686 -6.1060 -2.2566 -0.799
O -0.8169 -3.9275 -1.8435 -0.549
H -1.2863 -3.8070 1.1462 -0.024
H 0.2342 -3.5319 2.0615 0.355
H -0.6507 -5.0866 2.2010 0.360
H 1.0293 -4.1066 -0.0602 -0.144
H 1.1551 -5.6118 0.8476 0.429
H -2.8408 -5.6149 -2.2149 0.048
H -1.9151 -7.0111 -1.6510 0.331
H -1.4883 -6.2509 -3.2678 0.315
C -4.9508 -2.3580 -0.3983 -0.453
C -5.2369 -3.0206 -1.7364 -0.222
O -6.6226 -2.9271 -1.9713 -0.357
C -7.5404 -3.9291 -1.6901 0.682
C -8.9509 -3.6414 -2.2441 -0.980
O -7.3119 -4.9921 -1.1408 -0.538
H -5.4921 -2.8115 0.4320 0.390
H -5.3162 -1.3350 -0.4878 0.266
H -3.9163 -2.3905 -0.0564 -0.216
H -4.6255 -2.5459 -2.5039 0.308
H -4.9102 -4.0596 -1.7781 0.243
H -9.1306 -2.5832 -2.0540 0.315
H -9.7148 -4.1198 -1.6313 0.321
H -9.1122 -3.9526 -3.2762 0.253
C -1.2722 4.4659 0.8424 -0.479
C -1.4291 5.2501 2.1488 -0.323
O -2.7945 5.4489 2.4905 -0.331
C -3.3814 4.9354 3.5994 0.814
C -4.8111 5.2633 3.5964 -1.143
O -2.8855 4.2207 4.4430 -0.551
H -0.1966 4.3799 0.6876 0.093
H -1.7399 4.9070 -0.0378 0.402
H -1.5966 3.4255 0.8603 -0.032
H -0.9418 4.6608 2.9256 0.256
H -1.0484 6.2703 2.1001 0.308
H -5.0580 6.3249 3.6083 0.321
H -5.2757 4.8557 4.4942 0.355
H -5.3222 4.7740 2.7673 0.282
C 3.1509 -2.5404 -0.0386 -0.629
C 4.5633 -1.8988 -0.0365 -0.621
O 4.8844 -1.4615 1.3352 -0.160
C 5.8995 -2.0715 1.9597 0.677
C 5.9975 -1.6846 3.4433 -0.826
O 6.5883 -2.9927 1.5161 -0.593
H 2.4155 -1.7564 0.1420 0.021
H 3.1252 -3.2909 0.7514 0.335
H 2.8804 -3.0149 -0.9819 0.448
H 5.3662 -2.5073 -0.4527 0.409
H 4.3232 -1.0293 -0.6483 0.221
H 5.4865 -2.4277 4.0556 0.244
H 5.5997 -0.6698 3.4553 0.139
H 7.0625 -1.7183 3.6728 0.326
C 1.5429 5.3340 -1.9617 -0.616
C 2.6162 5.1215 -3.0388 -0.454
O 2.6488 6.2293 -3.9690 -0.284
C 3.6660 6.4811 -4.7781 0.676
C 3.5219 7.7337 -5.6535 -0.952
O 4.7537 5.9221 -4.8169 -0.574
H 0.5379 5.4371 -2.3708 0.363
H 1.8266 6.2297 -1.4092 0.347
H 1.6579 4.4806 -1.2934 0.000
H 3.5822 4.8413 -2.6186 0.361
H 2.3155 4.2366 -3.5998 0.243
H 2.8612 7.5591 -6.5027 0.273
H 4.5131 7.8480 -6.0925 0.314
H 3.2008 8.5933 -5.0652 0.287
C -1.6625 1.0365 4.8497 -1.322
C -1.7034 -0.1704 3.9070 0.786
O -1.8423 -1.4102 4.6157 -0.417
C -2.3144 -2.4848 3.9306 0.874
C -2.0254 -3.7521 4.6440 -1.020
O -2.8167 -2.4139 2.7825 -0.556
H -1.5881 2.0018 4.3489 0.194
H -0.8205 0.9952 5.5407 0.372
H -2.5411 1.2792 5.4474 0.376
H -2.4652 0.0084 3.1482 0.040
H -0.7376 -0.3020 3.4192 -0.110
H -2.7614 -4.4836 4.3105 0.339
H -1.9056 -3.7016 5.7262 0.348
H -1.0632 -4.0732 4.2449 0.159
O 0.6778 1.9193 -0.2355 -0.515
C -0.1328 0.9701 0.0182 0.321
O -1.4451 1.0489 -0.1431 -0.325
C -2.1129 -0.1773 0.0284 -0.212
C -0.9242 -1.1199 0.2789 1.297
O 0.2100 -0.2555 0.1026 0.192
H -2.8265 -0.1870 0.8523 0.270
H -2.6323 -0.5240 -0.8649 0.194
H -0.8750 -1.8578 -0.5218 -0.349
H -0.8573 -1.6264 1.2418 -0.841
C 1.8564 1.6352 2.9445 -0.454
C 3.3647 2.0711 2.6161 -0.241
C 3.5916 2.9161 1.3476 0.055
C 3.2218 4.3245 1.3950 0.046
N 2.9037 5.4771 1.3618 -0.562
H 1.7791 1.0091 3.8334 0.456
H 1.5266 1.0772 2.0682 -0.201
H 1.2009 2.4946 3.0852 0.224
H 4.0883 1.2562 2.5939 -0.159
H 3.6538 2.6854 3.4689 0.395
H 3.1028 2.4759 0.4784 -0.019
H 4.6518 2.9218 1.0946 0.446
```

Output
gap between HOMO and LUMO = 10.14 eV
relative energy (zero: lowest compared OMol25 entry of this formula, charge and spin) = 38.10 kcal per mole
net charge = 0
LUMO level = 0.287 eV
multiplicity = 1
SMILES = CCOC(C)=O.CCOC(C)=O.CCOC(C)=O.CCOC(C)=O.CCOC(C)=O.CCOC(C)=O.CCOC(C)=O.O=C1OCCO1.CCCC#N
highest occupied orbital energy = -9.85 eV

(2)
An isolated molecule of C13H22N4O4S2 in a non-equilibrium geometry, computed with ωB97M-V with the def2-TZVPD basis set.

Structure (XYZ):
```
45
Properties=species:S:1:pos:R:3:nbo_charge:R:1
C -2.9333 -4.0996 0.0944 -0.744
S -1.3025 -4.6710 0.6535 0.185
C -0.4269 -3.0715 0.6511 -0.540
C 0.0832 -2.7198 -0.7423 -0.412
C 0.3248 -1.2160 -0.9172 -0.106
N 1.2825 -0.6844 0.0167 -0.636
C 2.2730 0.1601 -0.3971 0.906
O 2.5042 0.3839 -1.5592 -0.658
O 2.9168 0.6396 0.6695 -0.532
C 4.0473 1.5371 0.5054 0.274
C 4.4862 1.8411 1.9377 -0.615
C 3.6039 2.8153 -0.2045 -0.645
C 5.1670 0.8386 -0.2640 -0.645
C -0.9696 -0.4758 -0.8402 0.456
N -2.1462 -0.9079 -1.1468 -0.301
N -3.0154 0.1062 -0.9466 -0.378
C -2.3144 1.1173 -0.5202 0.294
S -2.8522 2.6933 -0.0930 0.330
C -4.6056 2.5789 -0.5892 -0.614
C -5.4709 1.8924 0.4709 0.653
N -5.4610 0.5517 0.3853 -0.831
O -6.1145 2.5199 1.2777 -0.606
O -1.0034 0.8157 -0.4256 -0.406
H -2.8137 -3.4071 -0.7337 0.233
H -3.4860 -4.9774 -0.2220 0.230
H -3.4461 -3.6169 0.9223 0.210
H -1.1343 -2.3286 1.0192 0.211
H 0.3910 -3.1765 1.3620 0.226
H -0.6550 -3.0171 -1.4882 0.232
H 1.0086 -3.2596 -0.9409 0.227
H 0.7592 -1.0286 -1.9114 0.272
H 1.0952 -0.7375 1.0048 0.407
H 4.7634 0.9216 2.4462 0.215
H 3.6726 2.3081 2.4865 0.215
H 5.3391 2.5127 1.9286 0.215
H 2.7735 3.2717 0.3303 0.212
H 3.2880 2.5915 -1.2196 0.241
H 4.4305 3.5191 -0.2392 0.215
H 5.4396 -0.0902 0.2326 0.212
H 4.8446 0.6147 -1.2771 0.241
H 6.0388 1.4852 -0.3060 0.215
H -4.6452 2.0578 -1.5434 0.249
H -4.9297 3.6134 -0.6942 0.261
H -5.9876 0.0260 1.0637 0.401
H -4.8194 0.0727 -0.2367 0.428
```

Output
gap between HOMO and LUMO = 9.09 eV
relative energy (zero: lowest compared OMol25 entry of this formula, charge and spin) = 0.55 kcal per mole
net charge = 0
LUMO level = 0.423 eV
multiplicity = 1
SMILES = CSCC[C@H](NC(=O)OC(C)(C)C)c1nnc(SCC(N)=O)o1
highest occupied orbital energy = -8.67 eV